Entry from the Open Molecules 2025 dataset: a 2-piece molecular cluster, C7H3F2I overall at a distorted geometry (ωB97M-V with the def2-TZVPD basis set).

Atoms and positions in Å:
C -0.444 0.701 -0.272
C -0.946 0.302 0.972
C 0.932 0.809 -0.653
C 0.161 0.067 1.698
C 1.410 0.088 1.522
C 1.936 0.431 0.267
C -2.038 -1.645 -0.255
F -2.143 -1.219 -1.525
F -1.002 -2.414 -0.299
I 4.001 0.220 -0.137
H -1.217 0.910 -0.989
H -1.940 0.494 1.251
H 1.290 1.255 -1.578

Summary:
- Frontier orbital gap: 8.7 eV
- Spin multiplicity: 1
- Calculated total energy: -765.73209 Eh
- Largest force on an atom: 0.05860 hartree/bohr
- M: 252.0 u